Below is a molecular structure, C25H50ClMnNP2SeSi2, with properties calculated with ωB97M-V with the def2-TZVPD basis set.

Computed properties:
LUMO level (alpha / beta), eV: -1.48 / 0.19
Orbital gap (alpha / beta), eV: 5.64 / 7.41
⟨S²⟩: 4.0651
2S+1: 4

Structure (XYZ):
```
83
Properties=species:S:1:pos:R:3:lowdin_spin:R:1
Mn 0.13687 0.03103 0.22039 2.40
C 0.73789 1.20842 2.40849 0.07
C 0.08573 -0.04801 2.49847 -0.12
C 1.02534 -1.02901 1.91118 -0.04
Si -1.58998 -0.23520 3.53013 -0.01
C 2.05518 -0.26962 1.21709 -0.04
C 1.72474 1.16282 1.39222 -0.12
Si 2.55642 2.81814 0.70673 -0.01
H 0.62400 2.04423 3.12581 0.00
H 1.04959 -2.10912 2.12416 0.00
H 2.98463 -0.68086 0.79463 0.00
Cl 0.04752 -1.55927 -1.61974 -0.03
C 2.00250 4.33181 1.63242 0.00
C 4.39605 2.67291 0.88064 0.00
C -2.09211 1.32742 4.40799 0.00
C -1.35841 -1.56660 4.79884 0.00
H 4.67411 2.68460 1.93975 0.00
H 4.87646 3.54571 0.43349 0.00
H 4.87377 1.79965 0.43606 0.00
H 0.93757 4.54136 1.45564 0.00
H 2.62186 5.17672 1.29290 0.00
H 2.17037 4.23598 2.71140 0.00
H -0.62558 -1.25196 5.54893 0.00
H -1.04736 -2.55013 4.44673 0.00
H -2.29458 -1.72093 5.33938 0.00
H -1.28454 1.71510 5.03905 0.00
H -2.92093 1.06876 5.08966 0.00
H -2.38165 2.10937 3.68846 0.00
C 1.93115 2.94122 -1.05704 -0.01
C -2.86839 -0.60170 2.21241 -0.01
P 1.57843 1.28467 -1.76524 -0.04
H 2.65291 3.52336 -1.65388 0.00
H 0.96979 3.48455 -1.00710 0.00
P -2.13169 -1.45384 0.76325 -0.04
H -3.23525 0.37863 1.85841 0.00
H -3.69942 -1.16328 2.66900 0.00
C -3.56861 -1.81102 -0.38747 0.00
C -1.74484 -3.17016 1.52837 -0.01
C 3.35989 0.59530 -1.94545 -0.01
C 1.05609 1.60100 -3.53662 0.00
C -0.46444 1.44793 -3.64122 0.00
H 1.53388 0.77945 -4.09749 0.00
C 1.50553 2.94472 -4.12382 0.00
H 1.01450 3.77716 -3.59961 0.00
H 1.19039 2.97007 -5.17857 0.00
H 2.59407 3.08989 -4.08891 0.00
H -0.78110 0.44528 -3.32632 0.00
H -0.76344 1.60355 -4.68807 0.00
H -0.97611 2.19513 -3.01779 0.00
H 3.72338 0.58572 -0.90311 0.00
C 4.30782 1.45789 -2.79637 0.00
C 3.31612 -0.84521 -2.46959 0.00
H 4.36505 2.50620 -2.45834 0.00
H 4.00898 1.42906 -3.85839 0.00
H 5.31618 1.01518 -2.70974 0.00
H 2.70091 -1.49281 -1.82895 0.00
H 4.34914 -1.22842 -2.49364 0.00
H 2.90763 -0.87287 -3.49332 0.00
H -1.02281 -2.92193 2.32558 0.00
C -1.05235 -4.06364 0.49212 0.00
C -2.95031 -3.89268 2.15384 0.00
H -3.48314 -3.28390 2.90337 0.00
H -2.56230 -4.79468 2.65993 0.00
H -3.65744 -4.21523 1.37051 0.00
H -0.14730 -3.58953 0.08669 0.00
H -1.73557 -4.28972 -0.34316 0.00
H -0.77979 -5.00935 0.98801 0.00
C -3.53022 -0.81700 -1.55249 0.00
C -4.95396 -1.81825 0.27077 0.00
H -3.34516 -2.81929 -0.77625 0.00
H -5.21082 -0.81415 0.63769 0.00
H -5.03595 -2.53590 1.09871 0.00
H -5.68860 -2.09968 -0.49977 0.00
H -3.65634 0.21343 -1.19047 0.00
H -4.35544 -1.04790 -2.24205 0.00
H -2.58055 -0.88812 -2.09830 0.00
C 0.37423 -4.50147 -4.38601 0.83
H 1.14583 -4.91977 -3.71377 0.05
H -0.68053 -4.81625 -4.28018 0.06
H 0.66484 -3.81007 -5.19858 0.06
Se -1.70184 4.59420 2.44935 0.00
C -1.24630 3.11860 1.53258 0.00
N -0.94217 2.15232 0.95562 0.03
```

---

Below is C4H8O2 in the gas phase, with properties calculated with ωB97M-V with the def2-TZVPD basis set.

Computed properties:
LUMO level, eV: 0.98
Orbital gap, eV: 9.20
Relative energy (zero: lowest compared OMol25 entry of this formula, charge and spin), kJ/mol: 223.2
2S+1: 1

Structure (XYZ):
```
14
Properties=species:S:1:pos:R:3:lowdin_charge:R:1
C -0.75173 1.00572 1.34192 0.06
C 0.04655 0.26535 0.56700 -0.45
O -0.38397 -0.70320 -0.28748 -0.07
C -1.74888 -0.70994 -0.68864 -0.06
O 1.38767 0.42070 0.63433 -0.06
C 2.28668 -0.12040 -0.32968 -0.06
H -0.36197 1.88380 1.83431 0.06
H -1.77481 0.68679 1.48360 0.05
H -2.28081 0.13569 -0.24253 0.07
H -1.78516 -0.60506 -1.77554 0.09
H -2.21929 -1.64110 -0.36166 0.10
H 3.24815 0.36537 -0.11668 0.09
H 2.40703 -1.20321 -0.20190 0.09
H 1.98337 0.11105 -1.35515 0.09
```

---

Below is 2 unconnected molecules or ions with the total composition C5H11NO2, with properties calculated with ωB97M-V with the def2-TZVPD basis set.

Computed properties:
LUMO level, eV: 0.16
Orbital gap, eV: 9.86
Relative energy (zero: lowest compared OMol25 entry of this formula, charge and spin), kJ/mol: 286.1
2S+1: 1

Structure (XYZ):
```
19
Properties=species:S:1:pos:R:3:lowdin_charge:R:1
H 3.27347 -0.30222 0.89812 0.06
N 2.38384 0.21057 0.90743 0.10
C 1.90772 0.31629 -0.27300 -0.16
C 0.55497 1.15418 -0.60088 -0.47
C 0.08625 2.02842 0.52679 -0.02
O 0.37537 1.38807 -1.79713 0.03
H 2.46779 0.07395 -1.18902 0.12
H -1.00065 2.12223 0.45768 0.08
H 0.31642 1.59672 1.50176 0.07
H 0.54007 3.01802 0.45606 0.10
C -1.33548 -1.76423 0.79881 -0.07
C -1.16711 -0.85992 -0.40179 -0.34
O -1.39809 -1.52629 -1.61236 -0.06
H -0.37838 -2.21893 1.07217 0.07
H -2.06220 -2.55905 0.61009 0.08
H -1.67057 -1.17846 1.66006 0.08
H -1.83451 0.00570 -0.33775 0.12
H 0.02750 -0.59229 -0.36780 0.11
H -1.08640 -0.91276 -2.30924 0.10
```

---

Below is a molecular structure, C20H30BF4KO15, with properties calculated with ωB97M-V with the def2-TZVPD basis set.

Computed properties:
LUMO level, eV: -1.32
Orbital gap, eV: 9.12
2S+1: 1

Structure (XYZ):
```
71
Properties=species:S:1:pos:R:3:lowdin_charge:R:1
K 13.87931 11.59594 15.41083 0.97
B 16.12806 9.33281 15.23437 -1.36
F 16.60455 8.29940 16.00489 0.17
F 14.96220 8.98659 14.52011 0.09
F 15.92472 10.39842 16.14494 -0.02
F 17.00447 9.84765 14.28500 0.12
C 16.23386 10.17958 19.35964 -0.02
C 16.68718 9.19677 20.42058 -0.28
C 17.18268 9.77403 21.79510 -0.07
O 16.42510 9.03882 22.74658 0.07
C 15.53083 8.24107 22.11452 -0.58
O 14.89329 7.39168 22.65838 0.17
O 15.52277 8.48367 20.82118 0.06
H 15.58942 9.84740 18.54732 0.07
H 17.12837 10.50710 18.81879 0.07
H 15.84527 11.10357 19.79216 0.09
H 17.40826 8.47696 20.02815 0.15
H 17.05199 10.84323 21.96454 0.13
H 18.24994 9.56651 21.87611 0.13
C 18.59108 8.18296 12.32586 -0.05
C 18.48444 6.69695 12.46319 -0.32
C 17.90222 6.19012 13.80216 -0.06
O 16.97870 5.22825 13.33166 0.08
C 16.90825 5.12445 12.02410 -0.56
O 16.19517 4.44587 11.35043 0.16
O 17.63411 6.14967 11.46640 0.09
H 17.70492 8.82298 12.25891 0.07
H 19.04246 8.45507 11.36319 0.08
H 19.20381 8.73177 13.04515 0.08
H 19.51801 6.33595 12.45029 0.15
H 17.44983 7.03202 14.32802 0.11
H 18.63342 5.72735 14.45980 0.14
C 19.35961 11.15361 16.98200 -0.01
C 20.01746 11.92352 15.85588 -0.32
C 19.33480 12.01783 14.50382 -0.07
O 19.52476 13.38446 14.09600 0.06
C 19.97717 14.08810 15.15920 -0.56
O 20.04332 15.27467 15.22585 0.16
O 20.05945 13.29029 16.25154 0.07
H 19.28571 10.11228 16.66439 0.10
H 18.45357 11.63919 17.33775 0.08
H 20.02314 11.15888 17.84964 0.09
H 21.07442 11.64201 15.76184 0.16
H 18.25435 11.89668 14.59898 0.12
H 19.73645 11.37126 13.72714 0.13
C 15.44578 11.30508 11.50609 0.01
C 15.53142 12.84252 11.27780 -0.31
C 14.77409 13.29504 9.99710 -0.07
O 13.88315 14.26714 10.50511 0.10
C 13.86711 14.28142 11.82261 -0.56
O 13.06548 14.81571 12.51977 0.17
O 14.97286 13.62201 12.31267 0.07
H 14.55615 11.03660 12.07883 0.08
H 16.32479 11.15042 12.13058 0.07
H 15.40740 10.73223 10.58383 0.09
H 16.57055 13.11527 11.08527 0.15
H 14.19894 12.40671 9.72908 0.13
H 15.41845 13.59414 9.17754 0.14
C 12.90562 6.75589 17.92837 -0.01
C 14.26491 6.77669 17.25222 -0.32
C 15.42221 6.68228 18.25636 -0.08
O 16.33788 5.84509 17.55296 0.06
C 15.76917 5.21720 16.53508 -0.57
O 16.31712 4.33505 15.95258 0.17
O 14.51038 5.69103 16.36887 0.11
H 12.56393 5.74691 18.14863 0.10
H 12.20969 7.23246 17.23636 0.08
H 13.03194 7.40934 18.79262 0.09
H 14.29673 7.76139 16.77471 0.13
H 15.16028 6.24365 19.21813 0.14
H 15.97652 7.61313 18.31974 0.10
```

---

Below is 2 unconnected molecules or ions with the total composition F3I3Si2, with properties calculated with ωB97M-V with the def2-TZVPD basis set.

Computed properties:
LUMO level (alpha / beta), eV: -2.94 / -2.62
Orbital gap (alpha / beta), eV: 6.86 / 6.13
Relative energy (zero: lowest compared OMol25 entry of this formula, charge and spin), kJ/mol: 234.7
2S+1: 1

Structure (XYZ):
```
8
Properties=species:S:1:pos:R:3:lowdin_charge:R:1
F -0.15839 -0.74805 -1.24919 -0.16
F -2.10985 0.80983 -1.28907 -0.09
F -1.20796 0.26748 0.86488 -0.14
Si -0.73927 0.62416 -0.62177 0.39
Si 3.59851 -0.15893 0.27779 -0.73
I 5.34654 -0.13863 2.15052 0.21
I 4.23381 -1.93799 -1.34861 0.26
I 3.74406 2.00643 -0.86779 0.27
```

---

Number 1: total energy -6311.59014 Ha, strongest force on any atom 0.033 Eh/bohr. Number 2: total energy -307.62740 Ha, strongest force on any atom 0.017 Eh/bohr. Number 3: total energy -402.26918 Ha, strongest force on any atom 0.080 Eh/bohr. Number 4: total energy -2933.26257 Ha, strongest force on any atom 0.049 Eh/bohr. Number 5: total energy -1771.86898 Ha, strongest force on any atom 0.046 Eh/bohr.